[1]
Formula: C9H36O9
Source: OMol25
Level of theory: wB97M-V/def2-TZVPD

Calculated values
* SMILES: CO.CO.CO.CO.CO.CO.CO.CO.CO
* charge: 0
* F_max: 2.20 eV/A
* spin multiplicity: 1
* orbital gap: 10.15 eV

```
54
Properties=species:S:1:pos:R:3:forces:R:3
O -6.21909 1.42294 3.88832 -0.13 1.92 0.22
O 4.89907 -5.33239 -1.73229 0.28 0.03 0.53
O 2.79416 1.37712 -5.79804 0.63 1.19 -0.30
O -2.05285 3.41394 3.31960 0.38 0.02 -1.15
O -0.40626 -3.83325 4.45736 1.02 -0.44 -1.45
O -1.19168 -0.96420 -1.09090 0.57 -0.23 0.33
O 1.96217 5.15838 -1.54321 0.26 -0.94 0.11
O 1.22454 0.38285 2.38580 1.20 -0.11 -0.59
O -0.23813 -2.15241 -5.13672 0.37 -0.49 -0.23
C -0.84373 -3.35950 -5.63204 -0.75 0.91 0.79
C 2.64074 0.74199 2.36766 -0.49 0.29 0.68
C 4.09686 1.46465 -5.22076 0.09 -1.76 1.32
C 0.59884 4.76222 -1.42914 -0.17 1.08 0.57
C 4.39176 -4.10042 -2.21119 -0.81 -0.59 -1.11
C -2.01561 0.07121 -1.50591 -1.38 0.78 -1.36
C -5.68342 0.16287 4.08842 -0.49 -0.99 -0.43
C -1.27729 -4.37948 5.38447 0.07 0.13 1.48
C -1.41586 4.45148 4.05699 -1.01 -0.98 1.36
H -2.98427 3.39553 3.55136 -0.01 0.03 0.05
H -5.08503 0.15446 4.99944 0.00 0.10 -0.16
H -0.35453 4.53683 3.82379 -0.32 0.07 -0.40
H -0.72271 -0.65022 -0.31432 0.26 -0.21 0.01
H -0.36445 -2.05820 -4.18974 -0.14 -0.22 0.09
H -2.25659 0.81436 -0.74581 -0.09 -0.22 0.18
H 4.60056 0.50098 -5.29648 0.39 -0.08 -0.88
H -1.90214 -3.33052 -5.37314 -0.41 0.22 -0.60
H 5.18671 -3.40665 -2.48473 0.02 0.08 0.57
H -1.17830 -3.75340 6.27122 -0.96 0.12 0.34
H -1.70909 0.62232 -2.39497 1.19 0.25 0.06
H -0.68144 -3.32883 -6.70945 -0.08 -0.41 0.22
H 2.86081 1.76939 2.07760 -0.51 0.17 -0.08
H -2.30114 -4.56926 5.06226 -0.11 0.44 -0.14
H 4.77068 2.26257 -5.53282 -0.76 0.06 -0.77
H 0.10019 5.55527 -0.87190 -0.56 0.20 -0.31
H -5.10034 -0.14005 3.21873 0.36 -0.22 0.11
H 3.59312 -3.69221 -1.59179 0.46 0.36 0.37
H -2.92010 -0.33405 -1.95952 -0.49 -0.38 0.77
H 4.12043 1.50766 -4.13187 -0.75 0.67 0.38
H -6.86018 1.44097 3.17398 0.10 -0.27 0.01
H -1.51301 4.07735 5.07615 0.58 0.55 0.55
H -0.91346 -5.33749 5.75590 0.37 -0.17 -0.55
H -6.51734 -0.53120 4.19294 0.19 -0.52 0.23
H 3.02597 0.62574 3.38069 0.08 -0.10 0.03
H -0.57128 -4.29298 -5.13961 1.03 0.03 -0.21
H 3.87860 -4.33478 -3.14384 -0.06 0.17 -0.34
H 0.66763 1.16330 2.43401 0.26 0.20 0.04
H -0.68027 -2.99409 4.08008 -0.37 -0.08 0.31
H 0.44688 3.91027 -0.76644 0.75 -0.32 -0.29
H 3.26057 0.13923 1.70390 -0.64 -0.44 -0.10
H 0.10959 4.57511 -2.38503 0.06 0.01 -0.04
H 2.05059 5.96365 -2.05830 -0.33 -0.05 -0.03
H 4.38917 -5.58801 -0.96012 0.11 -0.04 -0.02
H -1.98394 5.38143 4.03266 0.39 0.26 -0.43
H 2.27386 0.65754 -5.43323 0.37 -0.10 0.24
```
Positions in Å, forces in eV/Å.



[2]
Formula: C9H36O9
Source: OMol25
Level of theory: wB97M-V/def2-TZVPD

Calculated values
* SMILES: CO.CO.CO.CO.CO.CO.CO.CO.CO
* charge: 0
* F_max: 3.88 eV/A
* spin multiplicity: 1
* orbital gap: 9.94 eV

```
54
Properties=species:S:1:pos:R:3:forces:R:3
O -2.66533 -4.05166 -3.58674 -1.05 0.29 -1.26
O 2.62954 1.86120 2.29751 0.28 0.29 -0.27
O -0.46703 -2.20055 2.73475 -0.15 0.04 0.55
O -1.71112 4.42952 1.16329 0.46 1.08 1.22
O 1.20199 -1.96150 -3.01261 -0.86 -0.10 0.19
O -0.51505 -0.88308 -0.75954 -2.05 -1.49 -1.90
O -3.14350 -1.81258 0.39667 1.14 -0.61 -0.24
O 0.13030 3.91159 -2.27573 0.53 -2.62 -0.20
O 1.82471 -0.35691 3.28978 1.15 0.31 1.29
C 1.07282 -0.78056 -3.81199 1.10 0.12 0.17
C -1.92911 3.06371 0.94873 -0.54 0.21 -1.12
C -1.50580 -3.55440 -2.99943 0.56 -0.57 1.21
C 1.30004 4.02114 -1.41313 -1.49 3.52 0.69
C -4.23174 -1.18229 -0.17171 -2.21 0.35 1.15
C 1.77176 0.11195 4.65876 -0.29 -0.46 0.39
C 0.46639 -2.99795 2.08016 1.04 -0.76 -1.25
C 0.21703 0.10942 -0.19006 1.06 0.80 1.77
C 3.52993 1.71817 1.24788 1.30 1.19 -0.52
H 0.87958 4.79250 -0.76790 0.80 0.29 0.84
H 4.56394 1.45195 1.46705 0.19 -0.44 1.05
H 0.53509 -0.35745 0.74213 0.82 0.86 0.45
H 2.46016 1.00358 2.69424 -0.29 -0.45 -0.19
H 0.02819 -1.38467 -1.37184 0.12 -0.26 -0.21
H -4.22550 -1.08926 -1.25771 0.21 0.21 0.06
H 1.46618 -2.81769 2.47514 -0.06 0.12 0.18
H 3.32784 1.04332 0.41611 -0.98 -0.03 -0.07
H -1.60669 -3.74782 -1.93148 0.39 0.36 0.39
H 0.76894 0.47140 4.88948 0.13 0.09 0.07
H 0.62718 -0.91858 -4.79710 -0.01 -0.46 0.02
H 2.06067 -2.36127 -3.16898 -0.09 0.07 -0.05
H -2.97514 2.79630 1.09838 -0.16 -0.15 0.15
H 1.18810 -1.03694 3.05766 -0.56 0.18 0.60
H -0.11433 4.67432 -2.80488 0.84 0.34 0.44
H -1.32900 -2.33521 2.33417 -0.25 0.15 -0.13
H 0.34173 -4.08066 2.09768 -0.54 -0.16 0.65
H 1.06095 0.44207 -0.79441 0.11 0.00 0.01
H -2.20879 4.97990 0.55419 -0.09 -0.34 -0.09
H 2.52224 0.86088 4.91173 -0.18 0.71 -1.29
H -1.38578 -2.48203 -3.15343 -0.39 -0.12 -0.22
H -1.31446 2.45934 1.61585 0.15 0.27 -0.15
H -1.69945 2.93570 -0.10909 0.19 -1.01 -0.03
H -5.14164 -1.70209 0.12829 -0.02 -0.65 -0.39
H 3.70290 2.73514 0.89582 -0.36 0.04 -0.64
H -2.41336 -1.39058 -0.06203 0.98 -0.25 0.17
H 1.60024 3.27506 -0.67737 -0.74 -1.08 -1.00
H 2.10889 -0.56562 5.44320 -0.57 -1.19 -0.39
H 2.10465 -0.44468 -3.91507 -0.22 0.72 -0.42
H -0.39616 0.97600 0.05721 -0.06 -0.07 -0.17
H -2.70753 -5.00947 -3.63590 0.40 0.09 0.22
H -0.58047 -4.03766 -3.31302 0.00 -0.05 -0.35
H 2.18459 4.50603 -1.82610 0.01 -0.51 -0.70
H 0.48692 -0.02034 -3.29538 0.04 -0.18 0.22
H 0.51308 -2.79712 1.00984 -0.01 0.42 -0.21
H -4.40969 -0.26962 0.39705 0.19 0.91 -0.73
```
Positions in Å, forces in eV/Å.



The calculation returns the following relative energy (zero: lowest compared OMol25 entry of this formula, charge and spin) values, one per record and in order: 162.3; 156.4 kcal/mol.